19
Properties=species:S:1:pos:R:3:forces:R:3 method="wB97M-V/def2-TZVPD" orbital_gap_ev=8.22 spin_multiplicity=1 mol_weight_g_mol=113.16 lumo_ev=0.59
C -0.314942 0.593527 0.480655 2.78 -2.86 0.94
C 0.522107 0.921626 -0.878441 -2.54 2.88 -0.91
C -1.564806 -0.223082 0.695857 -0.18 0.02 -0.30
C 0.740027 -1.885497 -0.344834 -0.18 0.09 -0.35
C 1.074490 -0.590924 0.339948 -1.64 -0.13 2.19
C -0.748969 1.837665 -0.716135 2.32 0.71 -3.02
N 2.052460 -0.518854 1.122332 0.47 0.33 -0.87
O -0.666086 3.052782 -0.492998 -0.37 -0.59 0.83
H 0.069060 1.097090 1.356905 -0.18 0.40 -0.28
H 2.237836 0.385478 1.546024 -0.30 -0.05 0.23
H -1.558713 1.409346 -1.332164 -0.33 -0.15 0.83
H 0.480052 0.283274 -1.748935 -0.04 -0.45 0.36
H 1.392931 1.551088 -0.775710 0.13 -0.27 0.35
H -1.984714 -0.554665 -0.254927 -0.08 -0.05 0.08
H -2.302008 0.410193 1.192689 -0.06 0.01 -0.16
H -1.416493 -1.093297 1.336459 0.17 -0.04 -0.03
H -0.018348 -1.774928 -1.114696 -0.03 0.03 -0.04
H 0.364293 -2.603375 0.384540 0.08 0.09 0.08
H 1.641822 -2.297449 -0.796569 -0.01 0.03 0.07

106
Properties=species:S:1:pos:R:3:forces:R:3 method="wB97M-V/def2-TZVPD" orbital_gap_ev="7.98 / 5.87" spin_multiplicity=6 mol_weight_g_mol=1133.98 lumo_ev="-7.83 / -10.09" charge=+3
Ir 1.723216 -1.419403 0.924574 0.59 -0.29 0.54
C 2.300516 0.208797 4.304174 -0.21 0.10 -0.43
C 2.377416 1.254997 3.190774 0.04 0.04 0.60
N 2.727716 0.780497 1.841874 -0.12 -0.14 -0.50
C 4.150316 0.796897 1.486874 0.32 -0.28 0.09
C 4.864516 -0.508203 1.827874 -0.05 0.65 -0.02
N 4.190316 -1.672103 1.232574 -0.47 0.02 0.16
C 4.831216 -2.140503 0.002174 0.31 -0.22 -0.47
C 4.269716 -3.491003 -0.473226 -0.28 0.10 0.11
C 3.554516 -4.300403 0.605774 0.56 -0.08 -0.49
N 2.308816 -3.676003 1.109174 -0.82 0.75 -0.36
C 1.964916 -4.172203 2.456174 -0.44 0.12 0.62
C 1.097716 -3.187503 3.251574 -0.12 -0.58 0.01
N 1.681516 -1.844903 3.115974 0.38 0.00 -0.90
C 1.217816 -0.846403 4.085974 -0.17 0.50 0.48
H 2.071216 0.757597 5.218574 0.04 -0.08 0.03
H 3.267616 -0.273603 4.460974 0.08 -0.05 0.13
H 3.097116 2.022897 3.496474 -0.06 0.03 -0.06
H 1.390716 1.716097 3.130174 0.16 0.05 -0.06
H 2.274916 1.431497 1.208274 -0.03 -0.19 -0.04
H 4.667616 1.621297 1.993174 -0.01 -0.04 -0.14
H 4.222416 0.953097 0.407774 -0.03 0.06 0.04
H 4.920716 -0.638103 2.908474 -0.02 -0.03 0.02
H 5.890316 -0.426503 1.452974 -0.03 -0.11 0.14
H 4.281616 -2.435403 1.896674 -0.06 0.08 0.01
H 5.911716 -2.233603 0.169874 -0.12 0.03 0.03
H 4.687916 -1.390903 -0.777326 0.05 0.04 0.07
H 5.096216 -4.103803 -0.830126 -0.03 -0.01 -0.11
H 3.597216 -3.346403 -1.322926 0.10 -0.13 0.06
H 4.232416 -4.471503 1.446974 -0.13 0.02 0.02
H 3.324516 -5.288103 0.194074 -0.02 0.04 0.16
H 1.562816 -3.930403 0.462574 0.07 -0.21 0.14
H 2.902916 -4.314803 3.001674 -0.07 -0.03 -0.06
H 1.460716 -5.141903 2.411274 0.15 0.02 -0.01
H 1.083016 -3.507503 4.303574 0.07 0.11 -0.18
H 0.063616 -3.176603 2.906874 0.18 0.04 0.02
H 2.674216 -1.961603 3.328974 -0.08 0.05 -0.10
H 0.998916 -1.338203 5.041274 0.02 -0.04 -0.16
H 0.307516 -0.375203 3.712874 0.02 -0.11 0.06
Se -3.934384 3.529497 -3.078426 0.05 -0.03 0.15
P -2.030284 2.898097 -1.017726 -0.23 0.45 1.30
C -3.607484 2.850197 -0.095526 0.16 -0.02 -0.50
C -3.892984 3.714997 0.949974 -0.02 0.02 0.02
C -5.190184 3.790797 1.435474 -0.03 -0.02 -0.02
C -6.210584 3.040797 0.859274 0.10 -0.03 -0.01
C -5.924384 2.139697 -0.153026 -0.10 0.00 0.04
C -4.625384 2.034697 -0.626726 0.15 0.04 0.03
C -1.292684 4.509497 -0.618026 -0.04 -0.40 -0.35
C -1.369184 5.531297 -1.560826 -0.09 -0.08 -0.05
C -0.843084 6.778297 -1.272426 0.07 0.11 0.00
C -0.233684 7.001797 -0.045326 -0.08 0.03 -0.07
C -0.167684 5.986697 0.897674 0.03 -0.06 0.04
C -0.682684 4.733897 0.614574 0.05 -0.02 0.03
C -1.000884 1.685997 -0.120626 0.37 -0.62 -0.82
C -0.131684 0.680797 -0.557926 -0.06 0.12 -0.03
N 0.357516 0.106097 0.583774 0.03 -0.06 -0.57
N -0.190484 0.710197 1.608574 0.26 -0.23 0.95
N -0.992684 1.640997 1.225274 -0.64 0.56 0.07
P 0.332316 -0.042003 -2.128126 -0.54 0.38 -0.47
Se 1.803116 -1.529003 -1.588726 0.53 -0.28 0.50
C -1.112784 -0.781003 -2.942426 0.36 0.03 0.27
C -2.280884 -0.038203 -3.077926 0.07 0.05 0.11
C -3.332984 -0.542003 -3.819226 0.02 0.05 0.03
C -3.216884 -1.784303 -4.426526 0.02 -0.03 0.01
C -2.049184 -2.520903 -4.298126 -0.13 -0.01 -0.07
C -0.991284 -2.020703 -3.560526 0.15 0.06 0.13
C 0.999016 1.133297 -3.332526 0.00 -0.36 0.39
C 1.992716 0.669197 -4.191026 -0.03 -0.12 0.14
C 2.420216 1.468697 -5.234526 -0.01 0.04 -0.07
C 1.843816 2.715097 -5.426526 0.02 -0.01 0.00
C 0.855516 3.175697 -4.568526 -0.04 0.03 0.01
C 0.427916 2.386897 -3.517526 -0.02 -0.09 0.14
H -3.118184 4.329397 1.384374 -0.01 0.07 -0.03
H -5.409684 4.453097 2.258374 -0.04 0.09 0.05
H -7.224684 3.159997 1.203574 -0.12 -0.04 0.10
H -6.702684 1.523497 -0.576726 -0.08 -0.04 -0.01
H -4.378784 1.275097 -1.358926 -0.03 -0.06 -0.13
H -1.840684 5.347497 -2.522026 0.11 0.08 0.00
H -0.894784 7.571997 -2.003826 -0.02 0.02 -0.02
H 0.187816 7.970297 0.178474 0.01 0.07 0.00
H 0.284916 6.167197 1.861274 0.05 0.05 0.05
H -0.632384 3.942497 1.350374 0.02 0.05 0.02
H -2.354784 0.935997 -2.605026 -0.05 -0.09 -0.12
H -4.238684 0.035697 -3.936126 -0.10 0.00 0.00
H -4.037884 -2.175703 -5.004326 -0.10 -0.06 -0.09
H -1.960684 -3.481203 -4.782526 0.00 -0.07 -0.04
H -0.071684 -2.586203 -3.472826 -0.04 -0.04 0.00
H 2.422416 -0.315303 -4.043926 0.06 0.08 -0.06
H 3.194116 1.117997 -5.901226 0.02 -0.02 -0.04
H 2.161916 3.330297 -6.252326 0.07 0.09 -0.09
H 0.413816 4.147097 -4.724526 -0.02 0.13 -0.02
H -0.348284 2.737597 -2.845226 0.08 0.06 -0.14
F -4.330684 -5.180203 2.709574 0.15 0.06 0.02
C -4.417384 -4.660603 1.478674 -0.08 -0.06 0.13
F -4.612484 -5.662303 0.627174 0.05 -0.04 -0.19
F -5.490984 -3.867803 1.455674 -0.03 0.15 -0.09
C -3.158384 -3.876603 1.153074 0.12 -0.02 0.05
C -2.924284 -2.667803 1.795074 0.16 -0.14 -0.11
C -1.715684 -2.028903 1.575874 -0.40 0.06 0.19
N -0.780284 -2.501903 0.758274 0.32 -0.03 -0.10
C -1.035084 -3.633203 0.111474 -0.14 -0.23 -0.12
C -2.198384 -4.370103 0.280174 -0.15 0.14 0.17
H -3.644284 -2.241203 2.473174 -0.13 0.03 0.10
H -1.489884 -1.109803 2.096274 0.01 0.09 0.03
H -0.276684 -3.970203 -0.581526 0.10 -0.09 -0.17
H -2.352584 -5.302203 -0.241026 0.03 -0.05 -0.07

Quick rundown of ΔE to the lowest compared entry with this formula, charge and spin, same order as above: 127.3, 18.7 kcal per mole